Molecular formula: C30H24F9LiNP
Method: DFT, ωB97M-V/def2-TZVPD

Results
Total charge ... 0
Lowest unoccupied orbital energy ... -0.36 eV

Last column: natural (NBO) charge in e.
Element x y z (Å)
Li (-1.93759, 0.55081, 0.63437)  0.816
C (-2.86089, -1.16689, -1.42023)  -0.433
N (-3.27769, -0.86509, -0.06253)  -0.508
C (-3.70199, -2.07939, 0.60927)  -0.411
C (-4.39109, 0.08771, -0.10083)  -0.270
C (-3.96409, 1.44541, -0.60243)  -0.019
C (-4.64669, 2.02211, -1.66183)  -0.268
C (-4.30089, 3.28511, -2.10673)  -0.229
C (-3.29179, 3.96961, -1.45883)  -0.236
C (-2.61409, 3.37511, -0.40383)  -0.255
C (-2.91169, 2.09531, 0.06797)  -0.558
H (-3.68999, -1.56899, -2.02193)  0.183
H (-2.05689, -1.90199, -1.40973)  0.196
H (-2.49849, -0.25539, -1.89413)  0.222
H (-4.56799, -2.54149, 0.11627)  0.181
H (-3.97449, -1.84669, 1.63787)  0.203
H (-2.89079, -2.80359, 0.60957)  0.198
H (-4.76219, 0.20031, 0.92407)  0.205
H (-5.21479, -0.31069, -0.71743)  0.173
H (-5.44739, 1.48071, -2.15043)  0.193
H (-4.81719, 3.72961, -2.94543)  0.201
H (-3.02509, 4.96781, -1.78003)  0.198
H (-1.84319, 3.95341, 0.09417)  0.177
F (6.81931, 1.97131, -1.95573)  -0.321
C (5.82611, 1.66831, -2.80983)  0.972
F (5.76311, 2.66941, -3.69443)  -0.318
F (6.24461, 0.58521, -3.49293)  -0.324
C (4.52391, 1.40791, -2.10133)  -0.131
C (3.37621, 2.12211, -2.41463)  -0.188
C (2.18691, 1.82061, -1.77123)  -0.144
C (2.14141, 0.80671, -0.82233)  -0.318
C (3.30321, 0.10711, -0.50323)  -0.203
C (4.49181, 0.40401, -1.13783)  -0.169
P (0.53691, 0.40011, -0.01753)  0.823
C (0.50551, -1.39219, -0.28253)  -0.348
C (-0.10769, -2.24049, 0.63947)  -0.226
C (-0.36839, -3.55769, 0.31197)  -0.174
C (-0.05139, -4.03019, -0.95863)  -0.145
C (0.57691, -3.19899, -1.88143)  -0.180
C (0.84091, -1.88689, -1.54283)  -0.153
C (-0.43029, -5.43659, -1.33123)  0.972
F (0.38881, -6.35969, -0.79203)  -0.322
F (-0.41539, -5.64609, -2.65313)  -0.318
F (-1.66909, -5.74589, -0.90733)  -0.323
C (1.10251, 0.61781, 1.71207)  -0.346
C (1.68961, -0.34819, 2.52227)  -0.214
C (2.06341, -0.03909, 3.82017)  -0.170
C (1.87211, 1.24861, 4.30147)  -0.138
C (1.31611, 2.23131, 3.48897)  -0.188
C (0.92781, 1.91071, 2.20447)  -0.134
C (2.17931, 1.59801, 5.73217)  0.973
F (3.00261, 0.73001, 6.33457)  -0.320
F (1.05241, 1.62581, 6.47177)  -0.323
F (2.73831, 2.81071, 5.86167)  -0.320
H (3.41191, 2.89831, -3.16233)  0.237
H (1.28611, 2.36621, -2.01663)  0.227
H (3.27321, -0.67869, 0.23647)  0.223
H (5.39161, -0.14199, -0.89863)  0.232
H (-0.40029, -1.85409, 1.60677)  0.223
H (-0.83919, -4.21609, 1.02747)  0.236
H (0.83681, -3.56559, -2.86363)  0.238
H (1.29381, -1.22819, -2.26903)  0.221
H (1.84841, -1.35309, 2.15647)  0.223
H (2.49911, -0.79729, 4.45327)  0.235
H (1.17881, 3.23061, 3.87317)  0.238
H (0.47911, 2.66331, 1.56867)  0.226

=====

Molecular formula: C8H14N2PSSr
Method: DFT, ωB97M-V/def2-TZVPD

Results
Total charge ... -1
Relative energy (zero: lowest compared OMol25 entry of this formula, charge and spin) ... 0.000 eV
Lowest unoccupied orbital energy ... 2.62 eV

Last column: natural (NBO) charge in e.
Element x y z (Å)
C (1.92619, -1.32168, -2.07274)  -0.409
C (3.26681, -1.38419, -1.58492)  -0.435
C (3.93688, -0.10277, -1.82318)  -0.514
C (3.03531, 0.68824, -2.60365)  -0.417
C (1.80207, -0.01304, -2.66951)  -0.413
Sr (2.33851, 0.41646, -0.11663)  0.491
P (0.68527, -1.60122, 1.12068)  -0.188
H (1.21086, -2.31998, -2.07700)  0.244
H (3.88585, -2.22908, -1.07823)  0.236
H (5.02983, 0.08285, -1.55578)  0.240
H (0.83472, 0.26441, -3.10410)  0.234
H (3.39767, 1.58842, -3.09421)  0.231
H (0.35674, -1.29439, 2.50786)  0.030
H (1.34150, -2.84154, 1.40856)  0.018
H (-0.59563, -2.17842, 0.78842)  -0.053
S (-0.32890, 1.59894, -0.38215)  -0.470
C (-1.69265, 1.31950, 0.59778)  0.331
N (-2.78501, 0.68120, 0.14391)  -0.605
C (-3.74002, 0.49042, 1.24347)  -0.285
C (-3.11435, 1.22912, 2.40731)  -0.299
N (-1.85904, 1.77643, 1.86177)  -0.605
H (-2.69274, 0.08858, -0.71499)  0.425
H (-3.84545, -0.56857, 1.42469)  0.198
H (-4.70897, 0.91010, 0.97662)  0.192
H (-2.87398, 0.57484, 3.23656)  0.200
H (-3.77103, 2.02574, 2.75859)  0.194
H (-1.04045, 2.11965, 2.40086)  0.428

=====

Molecular formula: C5H15N2O
Method: DFT, ωB97M-V/def2-TZVPD

Results
Total charge ... +1
Relative energy (zero: lowest compared OMol25 entry of this formula, charge and spin) ... 2.870 eV
Lowest unoccupied orbital energy ... -3.17 eV

Last column: natural (NBO) charge in e.
Element x y z (Å)
C (-1.33440, 0.54960, -2.93877)  -0.654
C (-0.95205, 0.30500, -1.46680)  -0.004
C (-0.68458, -1.17725, -1.09075)  -0.452
C (0.02484, -1.58378, 0.23531)  -0.261
C (1.88888, -1.20226, 1.50559)  -0.003
N (1.03893, -0.62743, 0.76026)  -0.500
N (0.43198, 1.05768, -1.17542)  -0.741
H (-1.39285, 1.63408, -3.30821)  0.242
H (-2.35424, 0.13523, -3.06499)  0.259
H (-0.73576, 0.02153, -3.62670)  0.224
H (-1.65992, 0.86976, -0.88475)  0.224
H (-1.53077, -1.79191, -1.11292)  0.256
H (-0.14262, -1.50984, -1.95972)  0.207
H (-0.79533, -1.68712, 1.05286)  0.238
H (0.59046, -2.61556, -0.10269)  0.214
H (2.71705, -0.54014, 1.95432)  0.198
H (2.18216, -2.25113, 1.30677)  0.179
H (0.59103, 1.17916, -0.09670)  0.496
H (0.41558, 1.99288, -1.65621)  0.438
H (1.20162, 0.49576, -1.64917)  0.439
H (-0.44985, 1.57595, 4.61161)  0.470
H (0.15372, 1.45150, 3.24006)  0.454
O (-0.34285, 2.08502, 3.84188)  -0.924

=====

Molecular formula: C9H11O3
Method: DFT, ωB97M-V/def2-TZVPD

Results
Total charge ... -1
Relative energy (zero: lowest compared OMol25 entry of this formula, charge and spin) ... 1.197 eV
Lowest unoccupied orbital energy ... 2.73 eV

Last column: natural (NBO) charge in e.
Element x y z (Å)
C (-0.82348, 1.07565, -2.60951)  -0.623
C (-0.70880, -0.49283, 0.83202)  -0.241
C (-1.50655, -1.63570, 0.63412)  0.284
C (-0.50441, 0.30185, -0.27564)  -0.171
C (-1.01673, 0.01525, -1.55663)  -0.050
C (-2.03155, -1.94403, -0.59202)  -0.290
C (-1.79114, -1.10896, -1.69217)  -0.206
O (-1.68396, -2.46387, 1.73687)  -0.698
H (-0.29574, -0.25877, 1.79633)  0.249
H (0.11919, 1.17274, -0.17014)  0.224
H (-2.62222, -2.85246, -0.69624)  0.205
H (-2.61971, -2.62614, 1.87965)  0.472
H (-1.19489, 0.71979, -3.58012)  0.201
H (0.23224, 1.29621, -2.77866)  0.223
H (-2.30524, -1.33083, -2.61536)  0.199
H (-1.39469, 1.96552, -2.35311)  0.216
C (2.49777, 1.09820, 1.17788)  -0.737
C (3.39060, 1.27785, 2.43315)  0.759
O (4.61911, 1.14860, 2.23903)  -0.795
O (2.78095, 1.51243, 3.50003)  -0.795
H (2.47174, 1.95805, 0.49931)  0.188
H (1.47970, 0.95250, 1.51244)  0.180
H (2.90782, 0.21894, 0.67877)  0.204

=====

Values of gap between HOMO and LUMO, in order: 6.9 2.5 10.9 6.5, all in eV.
Values of highest occupied orbital energy, in order: -7.263 0.164 -14.108 -3.810, all in eV.
Values of strongest force on any atom, in order: 0.9 4.1 3.8 1.5, all in eV Å⁻¹.